Record 1
DFT (ωB97M-V/def2-TZVPD) results for an isolated molecule of C4H10N4 in a non-equilibrium geometry.

ORCA input file:
```
! RIJCOSX wB97M-V def2-TZVPD def2/J DEFGRID3
* xyz 0 1
C 0.75030 2.05089 0.64613
C 0.90688 -1.83752 0.83241
N -0.69224 -0.85854 -0.83232
C -0.31674 0.46131 -0.77487
C -0.51212 -1.45767 0.55172
N -0.30478 1.19288 -1.93550
N 0.03029 0.82975 0.40414
N -1.45344 -1.99813 1.19252
H -1.56995 -1.04341 -1.30681
H -0.23621 2.19687 -1.86064
H -0.80464 0.83664 -2.72781
H -2.39114 -1.71850 0.91061
H 1.53190 2.25844 -0.09563
H 1.23464 1.97375 1.63671
H 0.06578 2.91063 0.65706
H 1.55074 -0.97753 0.69562
H 0.99029 -2.19241 1.85102
H 1.22044 -2.62744 0.15565
*
```

Its relative energy (zero: lowest compared OMol25 entry of this formula, charge and spin) is 0.883 eV. The SMILES is [H]/N=C(/C)N/C(N)=N/C. The calculation puts the highest occupied orbital energy at -8.79 eV.

Results of the natural (NBO) charge analysis, in e, for atoms 1 through 5: atom 1 (C): -0.44, atom 2 (C): -0.67, atom 3 (N): -0.67, atom 4 (C): 0.58, atom 5 (C): 0.51

Record 2
DFT (ωB97M-V/def2-TZVPD) results for a structure of composition C13H14N2ORhS.

ORCA input file:
```
! RIJCOSX wB97M-V def2-TZVPD def2/J DEFGRID3
* xyz 1 5
Rh -0.17598 1.34570 -0.63974
N -2.85831 4.23980 0.86673
C -1.77997 3.52219 0.56018
O -1.75940 2.82967 -0.46840
C -0.58546 3.57221 1.48851
C 0.24776 2.30519 1.39536
H -3.64000 4.24485 0.22636
H -2.92451 4.81516 1.69040
H -0.93486 3.74296 2.51167
H 0.01127 4.43915 1.19180
H -0.07969 1.53664 2.10241
H 1.31930 2.48992 1.45791
C -2.46612 -0.86138 -0.16256
C -1.15046 -1.56555 -0.21030
C -1.02671 -2.93441 0.06261
C 0.18867 -3.55722 -0.07192
C 1.30277 -2.81150 -0.51659
C 2.56672 -3.37893 -0.77076
C 3.59680 -2.60859 -1.26455
C 3.42367 -1.24811 -1.49043
C 2.20084 -0.63532 -1.22228
S 2.00984 1.05403 -1.52238
C 1.11259 -1.42260 -0.74608
N -0.09413 -0.84102 -0.56389
H -3.25822 -1.50460 -0.53995
H -2.41758 0.04592 -0.78260
H -2.72024 -0.57298 0.85615
H -1.90286 -3.48376 0.36637
H 0.29622 -4.61374 0.12464
H 2.71341 -4.42918 -0.57449
H 4.54686 -3.06523 -1.48966
H 4.23777 -0.64927 -1.86454
*
```

Its relative energy (zero: lowest compared OMol25 entry of this formula, charge and spin) is 0.381 eV. As for the expectation value of S²: 6.040. The calculation puts the highest occupied orbital energy (spin up / spin down) at -10.40 / -11.91 eV.

Results of the natural (NBO) charge analysis, in e, for atoms 1 through 5: atom 1 (Rh): 0.95, atom 2 (N): -0.76, atom 3 (C): 0.71, atom 4 (O): -0.71, atom 5 (C): -0.55

Record 3
DFT (ωB97M-V/def2-TZVPD) results for a structure of composition C4H6F6FeO10S2 in a non-equilibrium geometry.

ORCA input file:
```
! RIJCOSX wB97M-V def2-TZVPD def2/J DEFGRID3
* xyz -3 6
Fe 0.81591 0.86054 0.86505
O -0.06689 -0.18418 2.34013
H -0.45078 -0.94234 1.85810
O 2.62590 1.22547 1.93406
H 2.74984 1.99228 1.34146
O -0.17375 2.62336 1.63783
C 0.16276 3.56362 0.57838
C 0.74302 3.05120 -0.81887
O 1.42782 1.82729 -1.00013
H 0.93181 4.18924 1.03143
H -0.51261 4.38329 0.33317
H 1.42619 3.63888 -1.43205
H -0.11098 3.12812 -1.49182
C -3.19607 -1.43522 -0.62327
F -4.13183 -1.17108 0.34295
F -2.33480 -2.36299 -0.29997
F -3.84323 -1.77087 -1.80218
S -2.14564 0.12670 -0.87132
O -0.94750 0.05935 -0.00189
O -1.82964 0.17026 -2.29553
O -3.04248 1.19713 -0.54434
C 1.25987 -3.52958 -0.92109
F 2.19760 -3.46067 -1.90475
F 0.11787 -3.12329 -1.41685
F 1.15860 -4.81410 -0.49262
S 1.72898 -2.45451 0.70455
O 0.65628 -2.68947 1.64812
O 3.03599 -3.02507 1.11246
O 1.74777 -1.07337 0.18903
*
```

As for the expectation value of S²: 8.759. The calculation puts the highest occupied orbital energy (spin up / spin down) at 1.65 / 1.90 eV.

Results of the natural (NBO) charge analysis, in e, for atoms 1 through 5: atom 1 (Fe): 1.92, atom 2 (O): -1.12, atom 3 (H): 0.44, atom 4 (O): -1.17, atom 5 (H): 0.41

Record 4
DFT (ωB97M-V/def2-TZVPD) results for an isolated molecule of C4H6N2O4 in a non-equilibrium geometry.

ORCA input file:
```
! RIJCOSX wB97M-V def2-TZVPD def2/J DEFGRID3
* xyz 0 1
C 1.94222 -0.06036 0.27504
C 0.49176 1.74682 -0.17216
C 0.47822 0.24562 0.18833
C -0.21188 -0.83791 -0.66717
N 2.65261 1.07872 -0.16082
N 2.71116 -1.24122 0.48985
O 3.81388 1.18740 -0.41878
O 2.08536 -2.18934 0.92731
O 3.89573 -1.24169 0.31770
O 1.86906 2.13265 -0.49406
H -0.05119 1.96330 -1.10031
H 0.15214 2.37288 0.58956
H -0.08970 0.04755 1.11897
H 0.22346 -0.70918 -1.71841
H -1.24190 -0.75175 -0.62841
H 0.13684 -1.78406 -0.25550
*
```

Its relative energy (zero: lowest compared OMol25 entry of this formula, charge and spin) is 8.183 eV. The calculation puts the highest occupied orbital energy (spin up / spin down) at -9.50 / -9.50 eV.

Results of the natural (NBO) charge analysis, in e, for atoms 1 through 5: atom 1 (C): 0.07, atom 2 (C): -0.08, atom 3 (C): -0.28, atom 4 (C): -0.60, atom 5 (N): 0.45

E_tot readings, ordered: -377.41435 -1196.99948 -3567.55869 -566.23829 a.u.